Below is 2 unconnected molecules or ions with the total composition C16H35BrCl3NO3P3, with properties calculated with ωB97M-V with the def2-TZVPD basis set.

```
62
Properties=species:S:1:pos:R:3
C 4.644 1.893 1.684
C 3.795 1.637 0.444
C 3.342 0.187 0.314
C 4.562 -0.710 0.056
C 2.362 -0.092 -0.835
N 1.362 1.007 -1.162
C -0.062 1.011 -0.606
P -0.868 1.994 -1.974
O -0.436 1.480 -3.296
P -0.411 2.108 0.968
O 0.545 3.398 0.478
Br 0.969 1.467 2.605
C -0.645 -0.450 -0.443
C -1.349 -0.993 -1.704
C -2.043 -2.392 -1.748
C -1.417 -3.570 -0.990
C -3.529 -2.339 -1.394
P -1.678 -0.159 1.129
C -1.760 -1.711 2.063
C -3.380 0.310 0.681
O 0.404 -1.292 0.035
C 1.613 -1.422 -0.715
C 1.518 -2.137 -2.075
H 4.863 2.953 1.792
H 4.127 1.558 2.584
H 5.596 1.366 1.622
H 4.368 1.910 -0.450
H 2.938 2.309 0.499
H 2.886 -0.132 1.255
H 4.278 -1.702 -0.301
H 5.211 -0.270 -0.706
H 5.144 -0.852 0.963
H 2.966 -0.165 -1.742
H 1.775 1.913 -0.920
H 1.255 1.008 -2.191
H -2.227 2.026 -1.632
H -0.416 3.287 -1.688
H 1.477 3.426 0.725
H -0.659 -0.914 -2.540
H -2.130 -0.268 -1.958
H -2.012 -2.650 -2.811
H -2.135 -4.391 -0.975
H -1.177 -3.325 0.041
H -0.517 -3.964 -1.457
H -4.033 -1.480 -1.840
H -4.025 -3.235 -1.769
H -3.689 -2.319 -0.318
H -0.827 -2.252 1.918
H -2.604 -2.346 1.800
H -1.830 -1.438 3.117
H -3.651 1.145 1.328
H -4.091 -0.496 0.828
H -3.463 0.644 -0.352
H 2.231 -2.032 -0.059
H 0.555 -2.591 -2.235
H 2.261 -2.932 -2.120
H 1.711 -1.465 -2.915
C -4.324 3.763 3.885
Cl -5.624 4.452 2.926
Cl -4.790 2.206 4.569
Cl -2.853 3.590 2.913
H -4.106 4.438 4.702
```

Results
Charge = +1
Kohn-Sham gap = 8.24 eV
E_tot = -5889.545444 a.u.
2S+1 = 1